113
Properties=species:S:1:pos:R:3:mulliken_charge:R:1 method="wB97M-V/def2-TZVPD" homo_ev=-11.487 orbital_gap_ev=8.7163 total_charge=+1 spin_multiplicity=1 relative_energy_kj_mol=1406.39
C -7.29389 2.73801 1.89723 -0.997
C -6.89631 2.33022 0.36048 -0.480
C -5.31959 2.61990 -0.04024 -0.352
C -4.24393 1.58924 0.63750 0.932
C -4.95974 0.26656 1.36789 -1.223
C -3.04790 1.06291 -0.34191 -0.934
C -1.52946 1.70390 -0.22002 0.070
C -1.63361 3.32227 -0.00021 -0.888
C -0.54053 4.22011 -0.82348 -0.052
C -0.66969 5.77989 -0.23310 -1.019
Br 1.35105 3.58552 -0.71525 -0.151
B -0.83171 1.21121 1.22411 0.438
C 0.64010 0.40832 1.28421 -0.102
O -1.44193 1.48440 2.56084 -0.509
N -0.90124 1.15716 -1.50651 0.554
C -1.80233 0.20340 -2.30351 -0.452
C -1.43717 -0.12292 -3.86631 -0.628
C -1.51170 -1.78775 -4.01089 -0.493
C -0.21250 -2.55204 -3.35758 -0.466
C -0.61636 -3.64955 -2.16926 -0.440
C 0.71228 -4.42359 -1.54567 -0.515
C 0.78568 -4.29531 0.09503 -0.386
C 1.71574 -2.97985 0.43496 0.282
C 3.33985 -3.27565 0.37737 -0.524
C 4.09059 -1.78324 0.39890 -0.007
O 3.87508 -1.03382 -0.87007 -0.303
C 4.67426 -1.65043 -1.96677 -0.687
C -3.28948 0.88455 -1.95298 0.130
C -4.30230 -0.27223 -2.51956 -0.256
C -5.87456 -0.09578 -2.08735 -0.146
O -6.57260 -1.24493 -1.87257 -0.556
O -3.16841 2.17748 -2.64204 -0.350
C -4.14658 2.33247 -3.72845 0.521
N -5.21406 2.47864 -4.48642 -0.505
H -7.67976 1.77012 2.44377 0.262
H -8.16119 3.53788 1.84699 0.301
H -6.34624 3.17009 2.43043 0.241
H -7.53787 3.04562 -0.34823 0.445
H -7.25056 1.23222 0.07737 0.164
H -5.06898 3.70991 0.37740 0.356
H -5.28413 2.69250 -1.20714 0.012
H -3.73871 2.18344 1.54085 0.453
H -5.76954 -0.24462 0.69547 0.267
H -4.18087 -0.56579 1.65801 0.327
H -5.50925 0.57248 2.38245 0.303
H -2.85211 -0.06665 -0.00749 0.029
H -2.70850 3.68541 -0.37174 0.099
H -1.57307 3.66788 1.13456 0.340
H -0.92663 4.29369 -1.94512 0.360
H -0.04847 6.54964 -0.89776 0.327
H -1.81121 6.11288 -0.19561 0.303
H -0.23565 5.74061 0.85747 0.315
H 0.83564 -0.04105 2.35813 0.337
H 1.52055 1.12832 0.94251 0.074
H 0.55894 -0.44166 0.45789 -0.294
H -1.03979 2.37228 2.86858 0.365
H -0.03180 0.55914 -1.41713 0.571
H -0.61259 1.82662 -2.25267 0.666
H -1.65855 -0.81393 -1.72533 -0.499
H -2.23942 0.38247 -4.55229 0.338
H -0.32595 0.18520 -4.10326 0.250
H -1.67085 -2.06114 -5.15525 0.437
H -2.46719 -2.23487 -3.45566 0.283
H 0.26231 -3.20158 -4.22736 0.343
H 0.63270 -1.84136 -2.97152 0.099
H -1.27743 -4.50338 -2.66675 0.282
H -1.27239 -3.12725 -1.33454 0.109
H 1.69576 -3.92483 -2.00031 0.136
H 0.71628 -5.58968 -1.78509 0.411
H 1.17074 -5.25923 0.64256 0.180
H -0.29904 -4.07454 0.49141 0.258
H 1.36852 -2.47898 1.44452 0.357
H 1.49958 -2.19489 -0.43365 -0.533
H 3.72291 -3.86233 1.34362 0.292
H 3.63912 -3.86382 -0.61351 0.173
H 3.58578 -1.15834 1.26300 0.079
H 5.25055 -1.87644 0.65251 0.130
H 5.09441 -0.80934 -2.68397 0.244
H 5.57994 -2.28210 -1.54706 0.298
H 3.95428 -2.35013 -2.58397 0.175
H -4.24417 -0.45381 -3.68326 0.512
H -3.93894 -1.29693 -2.02600 0.229
H -6.39118 0.95382 -2.01460 0.358
C 8.25293 -0.74571 3.08365 -0.406
C 7.90220 0.29126 4.09527 0.293
O 6.54481 0.56395 3.83067 -0.257
C 6.04311 -0.59571 3.32062 0.658
O 4.85245 -0.84318 3.22605 -0.553
O 7.03768 -1.45204 2.93459 -0.278
F 8.61176 1.42372 3.89100 -0.285
H 8.54332 -0.31560 2.11924 0.286
H 9.05193 -1.40833 3.42706 0.253
H 8.01598 -0.03805 5.13360 0.289
C 4.44622 5.84442 0.23926 -0.230
C 4.15612 6.89913 -0.77324 0.335
O 5.24234 7.78806 -0.64358 -0.300
C 6.28339 7.01663 -0.22193 0.585
O 7.45193 7.36450 -0.25888 -0.516
O 5.85904 5.80118 0.24077 -0.302
F 3.02124 7.56548 -0.46389 -0.284
H 4.09018 6.10903 1.24056 0.264
H 4.02460 4.87450 -0.03802 0.076
H 4.10315 6.53023 -1.80310 0.310
C -0.55897 -8.33528 3.19684 -0.457
C 0.32062 -7.19565 3.58319 0.319
O 0.06170 -6.22846 2.59103 -0.212
C -1.22311 -6.45757 2.19930 0.641
O -1.89587 -5.66478 1.56154 -0.520
O -1.66934 -7.68208 2.61515 -0.317
F 1.62431 -7.54533 3.50712 -0.286
H -0.09640 -8.99488 2.45498 0.287
H -0.86426 -8.93562 4.05811 0.282
H 0.10393 -6.77641 4.57152 0.257

***

14
Properties=species:S:1:pos:R:3:mulliken_charge:R:1 method="wB97M-V/def2-TZVPD" homo_ev=-9.308 orbital_gap_ev=10.2793 total_charge=0 smiles="C/C=C(/Cl)CN" spin_multiplicity=1 relative_energy_kj_mol=20.91
C -1.19570 1.75527 -1.61132 -1.144
C -0.28543 1.41104 -0.40429 -0.302
C -0.07383 0.21195 0.11840 0.521
Cl 0.98026 0.06248 1.46448 -0.239
C -0.67957 -1.13469 -0.30994 -0.647
N 0.22789 -2.24233 -0.62210 -0.613
H -0.69300 2.52746 -2.15961 0.350
H -1.37623 0.88951 -2.28976 0.321
H -2.14366 2.15805 -1.32426 0.272
H 0.22988 2.29437 0.09582 0.292
H -1.32189 -1.46756 0.46112 0.321
H -1.31872 -0.88502 -1.11743 0.316
H 1.02108 -1.96082 -1.22136 0.261
H 0.75006 -2.38333 0.25681 0.289

***

38
Properties=species:S:1:pos:R:3:mulliken_charge:R:1 method="wB97M-V/def2-TZVPD" homo_ev=-9.059 orbital_gap_ev=9.1229 total_charge=0 smiles="CCCc1cc(=O)[nH]c(SCc2cc(Cl)ccc2OC(F)F)n1" spin_multiplicity=1 relative_energy_kj_mol=123.26
C 2.49460 1.43518 2.28877 -1.501
C 3.43658 1.66578 0.95330 -0.711
C 2.52816 1.21720 -0.48927 -0.829
C 2.18970 -0.15751 -0.45769 0.973
C 3.01130 -1.00690 -1.02247 -0.311
C 2.82806 -2.26854 -1.44551 0.056
O 3.46855 -3.09374 -1.98810 -0.628
N 1.69065 -2.72544 -0.69811 -0.243
C 0.80221 -1.60786 -0.01070 -0.106
S -0.55844 -2.66627 0.58412 -0.194
C -1.32547 -0.89586 1.44388 -1.394
C -1.77715 -0.03079 0.22522 0.609
C -1.28070 1.22307 0.43911 -0.832
C -1.54794 1.98850 -0.62162 0.132
Cl -0.82861 3.88107 -0.73759 -0.271
C -2.55385 1.74826 -1.55640 -0.683
C -2.97428 0.64588 -1.66909 -0.679
C -2.73524 -0.31263 -0.50110 1.208
O -3.28560 -1.66947 -0.70303 -0.400
C -4.60878 -1.70993 -0.01629 0.256
F -4.65183 -1.23199 1.15639 -0.219
F -5.46321 -1.05742 -0.72314 -0.278
N 1.00891 -0.45110 -0.01730 0.295
H 2.09165 0.62430 2.24546 0.400
H 3.07172 1.58344 2.92734 0.780
H 1.60819 2.15281 2.50593 0.185
H 4.32871 1.12851 0.95407 0.442
H 3.67327 2.68187 0.91480 0.486
H 3.06139 1.62585 -1.20935 0.849
H 1.51881 1.85960 -0.30352 -0.358
H 4.02419 -0.45377 -1.63314 0.138
H 1.36970 -3.68504 -0.87234 0.227
H -0.58379 -0.57559 2.15054 0.396
H -2.18948 -1.25133 1.91951 0.549
H -0.55930 1.49909 1.16572 0.440
H -2.78872 2.32007 -2.40651 0.436
H -3.72378 0.27013 -2.35514 0.399
H -4.77017 -2.69943 -0.43677 0.380